(1)
117
Properties=species:S:1:pos:R:3:forces:R:3 method="wB97M-V/def2-TZVPD" e_lumo_ev=0.462 e_homo_ev=-9.011 total_charge=0 multiplicity=1
C -1.208 4.409 -3.422 -1.36 -1.45 0.86
Cl -1.648 6.011 -3.771 -0.35 1.53 -0.20
Cl -1.961 3.323 -4.573 0.09 -0.45 -1.25
Cl 0.479 4.219 -3.338 1.35 -0.22 0.06
Cl -1.965 3.843 -1.892 0.19 0.74 0.59
C -5.735 -1.061 -0.515 0.05 0.48 -1.11
C -5.531 -0.093 -1.730 -0.82 0.62 1.51
O -6.235 0.893 -1.766 -0.19 -0.16 -0.31
C -4.352 -0.182 -2.651 1.52 0.82 -0.31
H -5.544 -0.513 0.407 1.10 0.08 -0.11
H -5.137 -1.959 -0.676 -0.14 -0.02 0.60
H -6.787 -1.235 -0.291 -0.21 -0.45 -0.94
H -4.331 -0.792 -3.554 -0.41 -0.71 0.55
H -3.446 -0.292 -2.056 0.03 -1.13 0.20
H -4.091 0.793 -3.063 -0.92 0.53 -0.04
C 2.535 -2.011 4.207 1.09 -1.30 -0.16
C 3.507 -2.959 3.383 0.05 1.47 -2.10
O 3.690 -2.747 2.181 -0.49 -0.58 1.95
C 4.402 -3.976 4.120 -0.63 0.71 0.66
H 2.038 -1.186 3.696 0.28 -0.41 -0.66
H 3.169 -1.551 4.965 -0.12 -0.12 0.34
H 1.786 -2.648 4.677 0.00 0.08 0.29
H 5.436 -3.779 3.834 -0.08 0.07 0.00
H 4.225 -5.043 3.981 -0.41 0.18 -0.52
H 4.267 -3.801 5.187 0.29 -0.03 0.13
C 3.838 3.368 -3.855 -0.62 0.48 0.66
C 3.751 2.395 -2.696 0.78 -0.38 0.52
O 3.133 2.584 -1.670 -0.05 0.40 -0.66
C 4.544 1.102 -2.814 -0.16 -0.21 -0.92
H 2.994 3.214 -4.528 0.24 -0.48 -0.40
H 4.811 3.324 -4.345 -0.28 -0.06 -0.16
H 3.631 4.374 -3.489 0.32 0.09 0.21
H 5.164 0.991 -3.704 0.27 0.60 0.00
H 3.801 0.330 -3.016 -0.12 -0.31 0.71
H 5.156 0.914 -1.932 -0.39 -0.13 0.06
C -2.824 -1.852 2.047 0.47 -0.15 -0.12
C -2.055 -2.303 0.816 1.59 1.15 -2.60
O -2.337 -1.967 -0.341 -0.37 -0.81 2.09
C -0.615 -2.901 1.050 -1.99 0.33 0.39
H -2.084 -1.818 2.846 -0.37 -0.09 0.30
H -3.638 -2.527 2.314 0.03 -0.01 -0.03
H -3.204 -0.838 1.922 -0.16 -0.12 -0.28
H 0.065 -2.545 0.276 -0.14 0.04 0.21
H -0.651 -3.991 1.041 0.04 -0.05 0.09
H -0.409 -2.541 2.057 0.89 -0.28 -0.13
F 1.458 -4.171 -2.027 0.40 1.64 0.16
C 1.064 -5.407 -2.266 -1.33 -0.39 -0.59
C 1.890 -6.398 -1.786 -0.08 -0.44 -0.19
C 1.497 -7.721 -1.953 -0.68 0.21 -0.67
C 0.368 -7.967 -2.719 -0.68 0.90 -0.94
C -0.465 -6.921 -3.248 1.31 -0.39 1.08
C -0.159 -5.575 -2.966 1.01 -1.99 0.61
H 2.859 -6.120 -1.398 -0.12 0.06 0.40
H 2.019 -8.583 -1.566 0.43 0.21 0.02
H 0.209 -8.982 -3.051 -0.45 -0.13 0.25
H -1.324 -7.221 -3.828 -0.11 0.23 -0.05
H -0.817 -4.763 -3.239 0.24 0.16 -0.05
F -3.974 2.118 1.518 0.17 -1.17 0.39
C -3.361 3.285 1.670 0.25 2.27 -0.52
C -3.892 4.331 0.899 0.62 0.15 0.76
C -3.351 5.597 1.093 0.40 -0.42 0.04
C -2.254 5.783 1.922 0.04 -0.05 -0.35
C -1.658 4.719 2.620 -1.02 1.23 -0.25
C -2.262 3.481 2.543 -1.14 -1.18 -0.93
H -4.687 4.227 0.176 -0.15 -0.50 0.17
H -3.748 6.447 0.558 -0.07 0.00 -0.09
H -1.875 6.795 1.920 0.39 -0.04 0.47
H -0.844 4.973 3.283 0.17 -0.41 0.03
H -1.954 2.597 3.081 0.30 0.07 0.25
F -3.616 -4.612 -3.917 -0.31 -0.86 1.59
C -3.335 -3.864 -4.952 -0.25 0.72 -2.47
C -3.766 -4.340 -6.215 1.12 0.23 0.25
C -3.403 -3.664 -7.388 1.60 1.15 1.60
C -2.632 -2.493 -7.216 0.16 1.36 1.25
C -2.327 -1.921 -5.916 -0.51 -2.39 -1.50
C -2.644 -2.663 -4.793 -0.73 0.29 -0.27
H -4.165 -5.339 -6.310 -0.38 0.02 0.33
H -3.495 -4.112 -8.366 -0.38 0.10 0.00
H -2.232 -1.918 -8.039 -0.20 -0.23 -0.42
H -1.731 -1.049 -5.690 -0.08 0.32 -0.84
H -2.439 -2.159 -3.860 0.04 -0.75 0.53
F 1.549 0.968 1.683 0.03 0.11 -0.14
C 1.011 0.668 0.476 -0.87 -0.58 -0.21
C 1.609 -0.302 -0.295 1.36 -0.28 -0.19
C 1.134 -0.675 -1.551 -0.76 2.19 0.02
C -0.028 -0.005 -2.003 0.52 -1.43 1.10
C -0.731 0.824 -1.125 0.48 -0.21 -1.03
C -0.193 1.217 0.099 -0.50 0.11 -0.33
H 2.551 -0.672 0.080 0.11 -0.33 0.02
H 1.710 -1.252 -2.259 0.00 -0.46 0.34
H -0.417 -0.345 -2.951 -0.32 0.42 -0.16
H -1.678 1.187 -1.497 -0.05 0.24 0.38
H -0.731 1.932 0.703 0.09 0.05 0.21
F 5.189 6.322 3.767 0.31 0.74 0.27
C 4.823 5.256 3.037 0.74 1.36 -0.37
C 3.692 4.627 3.447 -0.48 -2.02 -0.53
C 3.384 3.386 2.833 0.16 1.01 1.50
C 4.187 2.888 1.826 -0.31 -0.08 -0.39
C 5.228 3.653 1.367 1.72 1.72 0.61
C 5.607 4.901 1.964 -0.83 -2.69 -0.45
H 3.180 4.998 4.322 -0.18 -0.04 -0.05
H 2.641 2.805 3.359 -0.27 -0.23 -0.54
H 4.047 1.919 1.370 -0.30 -0.08 0.16
H 5.961 3.261 0.677 -0.30 -0.19 -0.43
H 6.566 5.313 1.686 -0.24 0.50 0.17
F 0.267 4.688 6.037 -0.23 -0.71 -0.08
C 0.142 3.333 5.962 -0.73 -0.02 2.21
C 0.396 2.679 4.803 -1.14 1.39 -1.27
C 0.230 1.332 4.747 0.49 -1.21 -0.47
C -0.035 0.619 5.868 -0.41 -0.93 1.26
C -0.315 1.254 7.102 0.69 -1.42 -1.84
C -0.292 2.612 7.123 0.93 1.60 -0.14
H 0.333 3.157 3.836 0.91 0.67 0.09
H 0.383 0.858 3.789 -0.07 -0.22 -0.03
H -0.054 -0.459 5.798 -0.08 -0.15 0.14
H -0.437 0.603 7.955 -0.39 0.39 0.27
H -0.496 3.086 8.071 0.04 0.54 -0.15


(2)
145
Properties=species:S:1:pos:R:3:forces:R:3 method="wB97M-V/def2-TZVPD" e_lumo_ev=-2.002 e_homo_ev=-8.273 total_charge=0 multiplicity=1
H 3.088 2.951 -7.595 -0.12 1.38 0.55
N 2.975 3.932 -7.201 2.95 -1.42 5.57
C 3.571 3.847 -5.946 -1.69 -0.48 -3.54
N 4.165 2.507 -5.502 -0.45 2.13 0.36
N 3.649 5.025 -4.978 -0.77 -0.86 -2.23
C 2.222 5.538 -4.727 -0.77 0.39 0.14
C 2.005 6.052 -3.186 -0.75 0.52 -0.49
C 1.508 4.903 -2.130 0.15 -0.04 0.45
C 2.146 3.396 -2.418 -1.16 -0.10 -0.35
C 1.342 2.361 -1.441 -0.33 -1.59 1.41
C 2.226 1.682 -0.192 -3.99 -1.16 -0.16
N 3.690 2.032 -0.099 -0.54 -1.59 1.68
C 4.014 3.004 1.007 -0.18 1.81 5.76
C 5.169 4.157 0.641 -0.30 -1.35 -1.28
O 3.477 3.019 2.229 2.54 -0.64 -7.83
C 4.607 0.837 -0.148 4.12 -2.50 2.69
C 4.238 -0.362 -1.245 -0.92 0.82 -0.25
O 5.675 0.617 0.642 -6.62 2.37 -4.84
C 1.516 0.650 0.915 -3.89 1.89 -3.19
P 2.443 -0.130 2.410 1.76 -0.10 -0.10
C 1.877 0.855 3.993 -1.30 -0.21 0.09
O 2.023 -1.824 2.619 -0.76 1.45 -1.38
C -0.072 0.326 0.675 0.99 1.93 -2.13
C -0.943 1.000 -0.585 2.38 0.14 0.33
C -0.248 2.034 -1.701 1.85 -2.38 3.67
C -1.203 2.594 -2.890 -1.68 1.14 -0.65
F -2.021 1.529 -3.586 2.78 3.56 2.51
F -2.166 3.564 -2.243 2.92 -3.11 -2.43
F -0.555 3.347 -3.980 -1.88 -2.52 3.53
C -2.532 0.516 -0.649 -3.81 1.98 -0.42
O -3.574 1.322 -0.860 6.72 -4.93 1.12
C -2.748 -1.119 -0.364 -0.10 -2.20 0.03
C -3.754 -1.980 -1.330 2.28 -2.22 3.59
C -3.891 -3.600 -0.997 2.62 3.30 2.05
C -3.019 -4.280 0.249 -0.56 2.82 -0.84
N -3.213 -5.801 0.414 -0.34 2.64 -1.64
C -2.455 -6.401 -0.751 1.03 -0.55 -1.36
C -3.391 -6.959 -1.976 0.72 -0.19 -1.08
C -2.485 -6.928 -3.365 -0.08 -0.30 -0.70
C -1.990 -3.398 1.226 -2.23 2.16 -3.36
C -1.872 -1.799 0.889 -1.68 -1.54 -1.99
C -0.871 -0.730 1.699 -0.40 -0.13 3.78
O -0.771 -0.706 3.030 -0.37 -0.07 -8.29
H 5.113 2.724 -5.105 -1.38 -0.38 -0.15
H 3.564 2.059 -4.759 0.97 0.91 -0.95
H 4.136 5.781 -5.527 -0.62 -1.06 0.80
H 2.032 6.435 -5.457 0.09 -1.77 1.41
H 1.476 4.666 -4.991 1.37 1.94 0.55
H 1.133 6.866 -3.225 1.88 -1.72 0.09
H 2.962 6.630 -2.835 -1.78 -1.38 -0.58
H 0.318 4.833 -2.084 2.68 0.14 -0.35
H 1.840 5.229 -1.042 -0.59 -0.71 -2.19
H 3.307 3.416 -2.299 -2.30 -0.27 0.20
H 1.943 3.028 -3.536 0.23 0.99 2.45
H 5.527 4.758 1.579 -1.09 -1.31 -1.87
H 6.095 3.609 0.126 -2.02 0.98 1.27
H 4.705 4.843 -0.215 0.94 -1.52 2.15
H 3.460 0.016 -2.066 1.64 -0.69 1.91
H 5.203 -0.687 -1.821 -1.75 0.61 1.53
H 3.716 -1.272 -0.680 1.41 2.07 -1.12
H 1.386 0.064 4.726 0.99 1.84 -1.50
H 1.066 1.633 3.610 1.76 -1.61 1.13
H 2.801 1.394 4.517 -2.04 -1.34 -1.52
H 2.047 -2.320 1.748 0.14 1.03 1.40
H -4.352 -1.519 -2.241 1.50 -0.86 2.29
H -4.606 -4.218 -1.703 1.72 1.20 1.83
H -4.240 -5.938 0.178 1.60 0.19 0.64
H -1.748 -5.543 -1.179 -1.44 -2.08 0.77
H -1.761 -7.305 -0.417 -1.49 1.94 -0.50
H -4.354 -6.328 -2.194 1.83 -1.09 0.73
H -3.728 -8.070 -1.814 0.64 2.19 0.01
H -2.685 -7.887 -4.041 0.35 2.12 1.53
H -2.742 -5.980 -4.034 0.58 -1.95 1.53
H -1.328 -6.911 -3.160 -2.33 -0.01 -0.24
H -1.350 -3.887 2.086 -1.61 1.03 -1.95
O 2.109 -0.299 7.003 1.50 1.99 1.32
C 2.722 0.595 7.562 -1.33 -2.44 -1.26
O 3.528 0.409 8.651 -0.80 -0.05 -0.85
C 4.148 1.653 8.907 0.88 -0.05 0.93
C 3.205 2.620 8.277 0.05 0.86 -0.25
F 3.866 3.699 7.802 -0.04 0.28 -0.02
O 2.681 1.903 7.182 -0.11 -0.80 0.57
H 5.140 1.666 8.443 -0.18 0.20 -0.09
H 4.261 1.822 9.981 -0.11 -0.21 -0.16
H 2.388 2.941 8.932 0.07 0.14 -0.17
O -0.639 4.605 7.669 -0.49 -0.04 -2.90
C -0.842 4.602 6.466 0.83 -0.47 3.20
O -0.087 3.907 5.562 -0.49 0.66 0.89
C -0.724 4.059 4.309 0.58 -0.71 -0.97
C -1.502 5.317 4.492 -0.54 0.21 -0.31
F -2.642 5.290 3.766 -0.26 0.25 -0.19
O -1.845 5.296 5.859 0.76 -0.13 0.08
H -1.363 3.190 4.119 -0.14 0.23 -0.01
H 0.010 4.138 3.503 0.04 -0.04 0.26
H -0.939 6.230 4.268 -0.21 -0.01 -0.07
O -8.115 5.820 7.116 2.01 1.04 -1.99
C -7.299 6.256 6.320 -2.03 -1.54 2.27
O -5.969 5.935 6.331 -1.04 0.26 0.19
C -5.404 6.535 5.183 1.23 -0.31 -0.16
C -6.358 7.644 4.896 -0.24 0.33 -0.66
F -6.427 7.888 3.568 -0.02 0.28 -0.20
O -7.600 7.128 5.318 0.48 -0.18 0.68
H -5.355 5.798 4.375 -0.12 0.25 -0.06
H -4.393 6.898 5.388 -0.19 -0.16 0.15
H -6.142 8.573 5.435 -0.07 0.01 -0.20
O -0.687 -6.682 -6.807 -2.41 -1.41 -1.29
C -1.651 -7.223 -7.324 2.97 1.64 1.05
O -2.028 -7.039 -8.626 0.31 0.02 1.06
C -3.097 -7.934 -8.862 -0.38 0.01 -1.25
C -3.631 -8.169 -7.491 -0.33 -0.47 0.33
F -4.138 -9.417 -7.379 -0.28 -0.26 0.19
O -2.488 -8.079 -6.672 0.05 0.61 -0.50
H -2.710 -8.846 -9.329 -0.15 -0.05 0.25
H -3.841 -7.488 -9.528 0.24 0.08 0.10
H -4.375 -7.434 -7.167 -0.03 -0.22 0.06
O -4.958 -15.232 -4.947 1.83 2.06 -1.32
C -4.244 -14.395 -5.474 -1.76 -2.48 1.68
O -3.153 -13.829 -4.872 -0.91 -0.41 -0.30
C -2.531 -13.022 -5.852 1.10 0.51 0.43
C -3.649 -12.739 -6.796 -0.09 0.18 -0.74
F -3.190 -12.606 -8.061 -0.05 0.20 -0.30
O -4.438 -13.906 -6.731 0.13 0.14 0.84
H -1.714 -13.582 -6.318 -0.20 0.09 -0.19
H -2.122 -12.110 -5.407 -0.13 -0.21 0.09
H -4.256 -11.869 -6.526 0.07 -0.04 -0.21
O 3.995 6.821 0.129 1.58 2.17 -1.28
C 4.710 7.657 -0.398 -1.51 -2.06 1.56
O 5.800 8.224 0.204 -1.07 -0.56 -0.29
C 6.422 9.031 -0.776 1.14 0.54 0.38
C 5.304 9.313 -1.720 0.04 0.28 -0.88
F 5.763 9.447 -2.985 -0.10 0.16 -0.19
O 4.515 8.147 -1.655 0.10 0.03 0.96
H 7.239 8.471 -1.242 -0.21 0.10 -0.18
H 6.831 9.942 -0.331 -0.14 -0.23 0.10
H 4.697 10.184 -1.450 0.04 -0.05 -0.20
O -1.061 -6.219 5.867 0.19 2.85 0.24
C -0.956 -5.009 5.979 -0.50 -3.09 -0.43
O -1.294 -4.115 4.999 0.32 -0.95 0.56
C -1.150 -2.828 5.566 -0.26 1.15 -0.77
C -0.183 -3.069 6.674 0.20 0.56 0.68
F -0.416 -2.231 7.709 0.14 0.10 0.20
O -0.480 -4.383 7.092 -0.06 -0.35 -0.91
H -2.124 -2.478 5.923 0.19 -0.03 0.21
H -0.769 -2.116 4.829 -0.11 -0.28 0.01
H 0.868 -3.007 6.374 -0.07 0.12 0.20


(3)
119
Properties=species:S:1:pos:R:3:forces:R:3 method="wB97M-V/def2-TZVPD" e_lumo_ev=-6.480 e_homo_ev=-12.328 total_charge=+2 de_lowest_ev=2.287 multiplicity=1
Pt 0.085 -0.235 0.202 -1.56 1.53 0.62
C 2.650 1.277 2.924 0.20 -0.04 0.07
N 2.036 -0.011 2.491 -0.22 0.36 0.26
P 0.339 -0.237 2.688 0.43 -0.76 -0.69
C -0.138 0.447 4.281 -0.32 0.45 -0.23
C -1.454 0.851 4.492 -0.05 -0.07 -0.02
C -1.875 1.173 5.771 0.01 0.01 0.04
C -0.990 1.085 6.836 0.00 -0.01 -0.01
C 0.312 0.653 6.628 -0.02 0.00 0.02
C 0.744 0.324 5.355 0.11 -0.03 -0.08
C -0.115 -1.960 2.871 0.13 -0.01 0.33
C -1.183 -2.267 1.872 -0.31 0.10 0.25
C -1.383 -3.751 1.584 0.06 -0.11 0.04
C -0.885 -4.675 2.655 0.13 0.02 0.07
C -0.065 -4.266 3.628 -0.09 -0.06 -0.09
C 0.400 -2.881 3.688 0.03 0.09 -0.04
P 2.236 -0.536 0.898 0.23 -0.46 -0.45
C 2.943 -2.183 1.038 0.02 -0.02 -0.01
C 3.183 -2.918 -0.121 0.05 0.02 -0.02
C 3.916 -4.088 -0.065 -0.01 -0.02 -0.01
C 4.409 -4.540 1.154 -0.02 -0.02 0.00
C 4.163 -3.821 2.312 0.01 0.02 0.02
C 3.440 -2.637 2.255 -0.06 0.02 0.04
C 3.485 0.323 -0.064 -0.14 0.04 -0.05
C 3.156 0.937 -1.267 0.02 -0.04 0.00
C 4.156 1.439 -2.084 0.03 -0.01 -0.01
C 5.483 1.357 -1.683 -0.02 0.02 -0.02
C 5.813 0.756 -0.475 0.01 -0.02 0.02
C 4.821 0.217 0.326 -0.01 -0.02 0.02
H 2.708 1.304 4.007 0.02 0.01 -0.02
H 2.086 2.129 2.551 0.01 -0.01 0.01
H 3.662 1.327 2.527 -0.04 0.01 0.00
H -2.155 0.901 3.670 -0.01 0.08 -0.09
H -2.895 1.492 5.935 -0.01 -0.01 0.00
H -1.319 1.342 7.834 0.00 0.01 0.00
H 0.996 0.566 7.462 0.01 0.00 0.00
H 1.753 -0.039 5.210 -0.02 0.00 0.02
H -2.079 -1.666 2.034 -0.01 -0.05 0.06
H -2.415 -3.987 1.326 0.00 0.05 -0.05
H -1.223 -5.704 2.637 0.02 -0.01 0.00
H 0.283 -4.957 4.384 -0.03 0.00 0.02
H 1.176 -2.624 4.400 0.02 -0.01 -0.03
H 2.830 -2.551 -1.077 -0.01 0.01 -0.02
H 4.118 -4.647 -0.969 -0.02 -0.02 -0.02
H 4.985 -5.455 1.197 0.01 -0.01 0.00
H 4.548 -4.169 3.260 0.01 0.00 0.01
H 3.277 -2.054 3.152 -0.01 -0.02 0.00
H 2.115 1.068 -1.531 0.00 0.09 0.06
H 3.900 1.927 -3.016 0.00 0.00 -0.01
H 6.264 1.766 -2.310 0.00 0.00 -0.01
H 6.848 0.690 -0.168 0.00 0.00 0.01
H 5.089 -0.297 1.241 0.01 0.00 0.00
C -1.391 -0.159 -4.995 -0.06 0.00 -0.02
N -2.078 -1.053 -3.948 0.19 0.01 -0.07
C -1.519 -2.479 -4.078 -0.11 0.02 -0.02
N -0.104 -2.468 -3.990 0.03 -0.04 -0.06
C 0.476 -1.613 -5.017 0.04 0.02 -0.03
N 0.025 -0.232 -4.870 -0.13 -0.05 0.08
C 0.560 0.435 -3.686 0.26 0.28 0.17
P -0.065 -0.413 -2.152 -0.28 -0.76 -0.08
C -1.864 -0.512 -2.567 -0.11 0.07 0.02
C 0.387 -2.120 -2.660 0.16 0.10 0.01
H -1.761 0.854 -4.841 0.02 0.00 0.02
H -1.710 -0.534 -5.968 0.02 0.02 0.00
H -3.082 -1.080 -4.137 0.00 0.04 0.01
H -1.849 -2.848 -5.050 0.02 -0.01 0.01
H -1.969 -3.065 -3.277 0.01 -0.01 0.00
H 0.181 -1.981 -6.000 0.00 0.02 0.00
H 1.562 -1.645 -4.944 0.00 -0.01 -0.01
H 0.284 1.487 -3.685 0.00 0.03 -0.01
H 1.650 0.382 -3.701 -0.02 -0.08 -0.03
H -2.299 0.484 -2.524 -0.04 -0.01 0.08
H -2.372 -1.155 -1.843 0.11 0.03 -0.03
H 0.007 -2.811 -1.913 -0.03 0.03 -0.05
H 1.475 -2.207 -2.668 -0.01 0.00 0.04
O 0.771 1.758 0.454 0.21 -0.18 0.15
C 0.451 3.114 0.228 -0.03 0.12 -0.13
C 1.643 3.889 0.790 0.07 0.07 -0.06
C 2.945 3.828 0.376 -0.03 -0.07 -0.06
C 3.822 4.610 1.166 -0.01 0.02 0.06
C 3.167 5.257 2.172 0.01 -0.01 -0.01
S 1.495 4.923 2.158 -0.01 -0.04 -0.05
C -0.797 3.589 0.962 -0.01 -0.09 -0.08
C -1.174 3.202 2.204 -0.05 -0.01 0.08
C -2.285 3.921 2.712 -0.02 0.04 0.03
C -2.722 4.864 1.835 0.04 0.02 0.04
S -1.794 4.875 0.404 -0.01 0.03 0.02
C 0.264 3.446 -1.247 -0.03 0.04 -0.10
C 0.953 4.312 -2.044 0.10 -0.12 0.00
C 0.375 4.487 -3.333 0.00 -0.01 -0.07
C -0.768 3.771 -3.492 0.02 -0.04 0.03
S -1.155 2.892 -2.072 -0.09 0.00 -0.03
H 3.271 3.241 -0.472 -0.04 0.08 0.11
H 4.885 4.696 0.992 0.02 0.01 0.00
H 3.580 5.925 2.910 0.00 0.01 0.01
H -0.622 2.458 2.745 0.05 -0.11 0.14
H -2.727 3.767 3.686 -0.02 -0.04 0.02
H -3.537 5.559 1.957 -0.03 0.00 -0.01
H 1.832 4.839 -1.708 0.00 0.03 0.01
H 0.780 5.143 -4.089 0.00 0.02 -0.01
H -1.423 3.752 -4.350 -0.02 0.01 -0.01
C 1.025 -6.121 0.632 -0.02 0.05 -0.04
Si 0.008 -5.117 -0.583 -0.02 -0.11 -0.03
C -1.624 -5.965 -0.935 0.06 0.01 0.00
C 0.983 -5.087 -2.193 -0.05 -0.01 0.07
C -0.508 -3.511 0.298 0.14 -0.06 -0.14
C -0.516 -2.173 0.526 0.12 -0.20 0.04
H 1.658 -6.817 0.077 0.01 -0.02 -0.01
H 0.404 -6.710 1.306 -0.02 0.01 -0.01
H 1.669 -5.489 1.241 0.05 0.03 0.04
H -1.454 -6.980 -1.299 0.01 -0.01 -0.02
H -2.201 -5.436 -1.697 -0.01 0.01 0.00
H -2.248 -6.039 -0.044 -0.01 -0.01 0.02
H 1.349 -6.108 -2.322 -0.02 -0.02 -0.02
H 1.859 -4.440 -2.176 0.06 0.01 0.00
H 0.391 -4.848 -3.077 0.00 0.04 0.02
O -3.147 -1.114 0.171 -0.16 -0.36 -0.05
N -3.102 0.077 0.344 -0.70 -0.09 -0.15
O -2.020 0.658 0.019 1.76 0.16 0.18


Energy (computed, hartree): -4640.3094; -5468.6847; -5025.8773
Orbital gap (computed, eV): 9.47; 6.27; 5.85